Molecular formula: C7H6NO4S2
Method: DFT, the ωB97M-V functional and the def2-TZVPD basis

Structure (XYZ):
```
20
Properties=species:S:1:pos:R:3
C -1.856 -2.285 -0.229
C -0.791 -1.039 1.136
C -1.242 -0.051 0.384
C 1.962 -1.353 -0.325
C -0.971 1.400 0.437
C 0.062 1.640 -0.635
C 2.234 -0.173 -1.066
N -1.106 -2.316 0.776
O 2.321 -2.239 0.376
O 0.919 -1.058 -1.139
O 2.543 2.399 -0.466
O 1.635 1.085 1.363
S -2.058 -0.778 -0.998
S 1.719 1.267 -0.057
H -2.337 -3.106 -0.750
H -1.932 1.989 0.131
H -0.573 1.883 1.461
H -0.186 0.941 -1.420
H 0.037 2.701 -1.120
H -0.379 -0.908 2.139
```

Maximum force ... 0.0599 hartree/bohr
SMILES ... O=c1oc1=[S@](=O)([O-])CCc1cncs1
E_tot ... -1422.36393 Ha
Energy above the lowest of the compared OMol25 structures with the same formula, charge and spin ... 81.5 kcal/mol
Total charge ... -1
LUMO energy ... 2.76 eV
E_HOMO ... -4.34 eV



Molecular formula: C2H7OS
Method: DFT, the ωB97M-V functional and the def2-TZVPD basis

Structure (XYZ):
```
11
Properties=species:S:1:pos:R:3
O 1.380 2.167 -0.248
H 2.029 2.313 -0.946
C -0.225 -1.533 0.281
C -0.549 -0.065 0.455
S -1.176 0.663 -1.143
H 0.004 -1.949 1.273
H -1.057 -2.109 -0.122
H 0.621 -1.659 -0.390
H 0.310 0.573 0.675
H -1.335 0.099 1.187
H -0.004 1.501 -1.022
```

Maximum force ... 0.0253 hartree/bohr
E_tot ... -553.81962 Ha
Energy above the lowest of the compared OMol25 structures with the same formula, charge and spin ... 27.8 kcal/mol
Total charge ... -1
LUMO energy ... 3.99 eV
E_HOMO ... -3.28 eV



Molecular formula: C5H13N2
Method: DFT, the ωB97M-V functional and the def2-TZVPD basis

Structure (XYZ):
```
20
Properties=species:S:1:pos:R:3
C -1.581 -1.447 -1.429
C -1.144 -0.803 -0.107
C -0.890 0.696 -0.248
C 0.521 0.997 -0.749
N 1.661 0.315 -0.012
C 1.885 0.447 1.271
N 0.999 0.338 2.260
H -1.294 -0.805 -2.265
H -1.073 -2.385 -1.613
H -2.665 -1.511 -1.464
H -1.857 -1.027 0.683
H -0.162 -1.198 0.161
H -1.059 1.368 0.593
H -1.462 1.154 -1.063
H 0.761 0.699 -1.771
H 0.782 2.046 -0.743
H 2.263 -0.305 -0.533
H 2.895 0.604 1.645
H 0.196 0.956 2.265
H 1.226 -0.139 3.118
```

Maximum force ... 0.0389 hartree/bohr
SMILES ... CCCCNC=[NH2+]
E_tot ... -307.52662 Ha
Energy above the lowest of the compared OMol25 structures with the same formula, charge and spin ... 59.6 kcal/mol
Total charge ... +1
LUMO energy ... -5.06 eV
E_HOMO ... -15.10 eV



Molecular formula: C4H5FO2S
Method: DFT, the ωB97M-V functional and the def2-TZVPD basis

Structure (XYZ):
```
13
Properties=species:S:1:pos:R:3
C 0.947 0.365 -0.370
C 0.002 -0.394 0.214
C 1.881 1.185 0.372
C -0.833 -1.205 -0.512
O 2.660 1.997 -0.037
O -1.578 -2.184 0.025
F -1.058 2.070 -0.150
S -2.428 1.162 0.062
H 0.945 0.250 -1.376
H -0.022 -0.425 1.245
H 1.674 1.102 1.529
H -0.993 -1.202 -1.669
H -1.197 -2.721 0.666
```

Maximum force ... 0.0747 hartree/bohr
E_tot ... -803.78025 Ha
Energy above the lowest of the compared OMol25 structures with the same formula, charge and spin ... 106.3 kcal/mol
LUMO energy (alpha / beta) ... -2.26 / -2.30 eV
E_HOMO (alpha / beta) ... -8.39 / -8.29 eV



Molecular formula: C5H21O9
Method: DFT, the ωB97M-V functional and the def2-TZVPD basis

Structure (XYZ):
```
35
Properties=species:S:1:pos:R:3
C -0.804 2.812 -1.013
O 0.356 2.195 -1.595
C -0.901 2.562 0.501
C -1.719 1.336 0.870
C -1.214 0.023 0.357
C -0.098 -0.524 0.940
O 0.616 0.335 1.829
O 0.566 -1.596 0.708
H -1.674 2.517 -1.582
H -0.510 3.862 -1.090
H 0.151 2.425 0.775
H -1.230 3.433 1.091
H -1.825 1.386 1.984
H -2.749 1.576 0.560
H -1.900 -0.644 -0.106
H 0.111 1.339 -1.947
H 1.514 0.397 1.456
H -2.316 0.141 -2.178
H -1.133 -0.758 -2.504
O -1.603 0.036 -2.806
H 3.546 -1.047 0.195
H 2.315 -1.931 0.695
O 3.281 -1.917 0.478
H 2.124 2.581 -1.143
H 3.611 2.225 -0.772
O 3.011 2.947 -0.913
H 1.086 -1.705 3.533
H 0.767 -2.344 2.227
O 1.044 -2.572 3.140
H 0.656 -4.115 -0.402
H 0.005 -3.074 0.430
O -0.193 -4.001 0.041
H -1.119 -3.181 -0.974
H -2.070 -2.011 -1.135
O -1.701 -2.708 -1.650
```

Maximum force ... 0.0371 hartree/bohr
E_tot ... -880.32798 Ha
Energy above the lowest of the compared OMol25 structures with the same formula, charge and spin ... 2.1 kcal/mol
Total charge ... -1
LUMO energy ... 2.95 eV
E_HOMO ... -4.74 eV



Molecular formula: C4H14N3
Method: DFT, the ωB97M-V functional and the def2-TZVPD basis

Structure (XYZ):
```
21
Properties=species:S:1:pos:R:3
C 0.977 1.527 -1.521
C 1.199 3.008 -1.429
H 2.106 1.188 -1.511
H 0.407 1.142 -0.693
H 0.420 1.254 -2.570
H 1.530 3.286 -0.386
H 0.389 3.792 -1.444
H 1.854 3.369 -2.279
C -0.244 0.088 2.269
C -0.550 -1.294 0.279
N 0.109 -0.903 1.331
N -1.731 -0.709 -0.147
N 0.005 -2.298 -0.553
H 1.197 -1.116 1.347
H -2.448 -0.043 0.360
H -2.006 -1.055 -1.040
H 0.930 -2.605 -0.390
H -0.597 -2.920 -1.133
H 0.142 1.105 1.860
H 0.383 -0.091 3.166
H -1.285 0.085 2.717
```

Spin multiplicity ... 2
⟨S²⟩ ... 0.75
Maximum force ... 0.0766 hartree/bohr
E_tot ... -324.27271 Ha
Energy above the lowest of the compared OMol25 structures with the same formula, charge and spin ... 85.4 kcal/mol
Total charge ... +2
LUMO energy (alpha / beta) ... -6.65 / -14.40 eV
E_HOMO (alpha / beta) ... -17.96 / -17.93 eV



Molecular formula: C43H32F3MoP2S2Sb
Method: DFT, the ωB97M-V functional and the def2-TZVPD basis

Structure (XYZ):
```
84
Properties=species:S:1:pos:R:3
Mo 0.603 0.286 -0.114
S 1.358 -0.274 -2.371
P -0.562 -1.004 -2.314
C -0.984 -0.738 -0.619
P -2.384 0.138 -0.033
S -1.241 1.799 0.313
C -3.016 -0.606 1.460
C -2.552 -1.844 1.897
C -3.087 -2.413 3.044
C -4.073 -1.742 3.752
C -4.540 -0.508 3.313
C -4.021 0.060 2.163
C -3.782 0.362 -1.113
C -4.060 1.596 -1.690
C -5.211 1.749 -2.450
C -6.066 0.674 -2.638
C -5.782 -0.563 -2.067
C -4.647 -0.721 -1.295
C -1.531 -0.098 -3.510
C -1.249 1.245 -3.768
C -1.988 1.927 -4.717
C -3.006 1.277 -5.404
C -3.292 -0.055 -5.142
C -2.555 -0.749 -4.196
C -0.614 -2.749 -2.690
C -0.006 -3.216 -3.856
C -0.054 -4.567 -4.154
C -0.707 -5.447 -3.298
C -1.315 -4.982 -2.140
C -1.268 -3.630 -1.832
H -1.787 -2.366 1.335
H -2.736 -3.379 3.382
H -4.489 -2.185 4.647
H -5.317 0.005 3.863
H -4.402 1.013 1.814
H -3.390 2.435 -1.545
H -5.439 2.710 -2.890
H -6.966 0.799 -3.226
H -6.458 -1.396 -2.209
H -4.451 -1.675 -0.817
H -0.436 1.742 -3.255
H -1.760 2.962 -4.933
H -3.572 1.811 -6.156
H -4.079 -0.561 -5.685
H -2.770 -1.794 -4.007
H 0.504 -2.534 -4.526
H 0.415 -4.937 -5.056
H -0.742 -6.501 -3.538
H -1.825 -5.669 -1.479
H -1.739 -3.263 -0.927
F 4.792 1.397 6.515
C 3.999 0.900 5.567
C 4.561 0.147 4.552
C 3.730 -0.359 3.566
C 2.357 -0.106 3.583
C 1.825 0.618 4.652
C 2.638 1.136 5.645
Sb 1.010 -1.080 2.271
C 1.289 1.736 1.130
C 0.961 2.614 2.176
C 1.593 3.828 2.267
C 2.515 4.197 1.280
F 3.098 5.382 1.386
C 2.819 3.392 0.206
C 2.190 2.149 0.156
C 2.269 -1.414 0.569
C 3.503 -0.759 0.358
C 4.407 -1.225 -0.575
C 4.091 -2.378 -1.282
F 4.958 -2.825 -2.174
C 2.914 -3.088 -1.085
C 2.016 -2.594 -0.169
H 5.626 -0.040 4.551
H 4.177 -0.971 2.791
H 0.755 0.775 4.741
H 2.238 1.699 6.477
H 0.211 2.342 2.905
H 1.385 4.525 3.068
H 3.524 3.718 -0.546
H 2.467 1.509 -0.693
H 3.752 0.120 0.937
H 5.354 -0.734 -0.757
H 2.727 -3.990 -1.651
H 1.083 -3.126 -0.013
```

Maximum force ... 0.0096 hartree/bohr
E_tot ... -3744.38720 Ha
Total charge ... +2
LUMO energy ... -7.03 eV
E_HOMO ... -13.20 eV



Molecular formula: C16H14AsBrF6LiN2S
Method: DFT, the ωB97M-V functional and the def2-TZVPD basis

Structure (XYZ):
```
42
Properties=species:S:1:pos:R:3
Li 0.437 -0.193 -0.960
Br 0.752 0.636 2.329
C -0.254 2.175 1.876
C -0.241 3.185 2.796
C -0.966 4.364 2.558
C -1.691 4.493 1.411
C -1.714 3.470 0.438
C -2.470 3.620 -0.749
C -2.489 2.650 -1.704
C -1.747 1.462 -1.522
C -1.013 1.318 -0.395
C -0.967 2.262 0.651
H 0.331 3.068 3.705
H -0.941 5.155 3.295
H -2.265 5.391 1.217
H -3.039 4.531 -0.882
H -3.079 2.764 -2.604
H -1.790 0.685 -2.277
F 2.152 -0.075 -0.378
As 2.848 -0.203 -2.041
F 1.230 -0.875 -2.449
F 3.350 -0.465 -3.650
F 2.142 1.345 -2.366
F 4.307 0.531 -1.536
F 3.421 -1.766 -1.563
C 2.421 -3.967 2.731
C 1.857 -3.829 1.358
C 2.342 -4.454 0.247
C 1.690 -4.226 -0.984
N 0.623 -3.454 -1.075
C 0.144 -2.833 0.006
S -1.219 -1.846 -0.029
N 0.769 -3.039 1.215
C 2.177 -4.841 -2.250
H 3.300 -4.605 2.724
H 1.676 -4.403 3.399
H 2.695 -2.989 3.131
H 3.213 -5.088 0.308
H 0.415 -2.519 2.005
H 3.024 -5.502 -2.084
H 2.472 -4.035 -2.923
H 1.365 -5.384 -2.732
```

Spin multiplicity ... 2
⟨S²⟩ ... 0.76
Maximum force ... 0.0211 hartree/bohr
E_tot ... -6542.48298 Ha
Energy above the lowest of the compared OMol25 structures with the same formula, charge and spin ... 0.0 kcal/mol
LUMO energy (alpha / beta) ... -0.23 / -1.65 eV
E_HOMO (alpha / beta) ... -8.46 / -8.59 eV